Entry 1:
{
  "formula": "C3H3O3",
  "method": "ωB97M-V with the def2-TZVPD basis set",
  "elements": ["C", "C", "C", "O", "O", "O", "H", "H", "H"],
  "coordinates": [[-0.4136, -0.2933, -2.2176], [-0.6871, 0.7987, -1.7842], [-0.0174, -0.5114, 1.8135], [-0.5974, -0.4109, 0.6997], [-0.1635, -0.9693, 2.9642], [1.3878, 0.2961, 1.9171], [-0.1085, -0.8995, -3.0103], [-1.1265, 1.6448, -1.3320], [1.7262, 0.3448, 0.9496]],
  "charge": -1,
  "homo_lumo_gap_ev": 8.504,
  "de_lowest_ev": 2.8395,
  "spin_multiplicity": 1,
  "total_energy_ev": -9300.8355,
  "largest_force_ev_per_a": 3.35,
  "homo_energy_ev": -4.5
}

Entry 2:
{
  "formula": "C3H3O3",
  "method": "ωB97M-V with the def2-TZVPD basis set",
  "elements": ["C", "C", "C", "O", "O", "O", "H", "H", "H"],
  "coordinates": [[0.2705, -0.0094, -0.5571], [0.8019, 1.1305, -0.7557], [-2.0976, -1.6057, 0.6749], [-2.7117, -0.6443, 0.4706], [-1.5671, -2.6335, 0.8065], [1.9310, 1.7014, 0.1099], [0.6272, -0.8235, 0.1114], [0.7096, 1.9787, -1.4749], [2.0362, 0.9058, 0.6144]],
  "charge": -1,
  "homo_lumo_gap_ev": 5.355,
  "de_lowest_ev": 3.2507,
  "spin_multiplicity": 1,
  "total_energy_ev": -9300.4243,
  "largest_force_ev_per_a": 3.45,
  "homo_energy_ev": -1.9
}

Entry 3:
{
  "formula": "C3H3O3S",
  "method": "ωB97M-V with the def2-TZVPD basis set",
  "elements": ["C", "C", "C", "O", "O", "O", "S", "H", "H", "H"],
  "coordinates": [[0.9497, -0.2150, 0.0196], [1.3320, 1.1086, -0.2860], [-0.3067, -0.5668, 0.5055], [-2.9485, -1.2062, -0.2953], [-1.1909, 0.2914, 1.0812], [0.7585, 2.1762, -0.0385], [-2.0337, -0.0620, -0.4075], [1.4892, -1.0838, -0.5441], [2.3436, 1.2623, -0.8008], [-0.3932, -1.7046, 0.7659]],
  "charge": -1,
  "homo_lumo_gap_ev": 6.476,
  "de_lowest_ev": 2.5970,
  "spin_multiplicity": 1,
  "total_energy_ev": -20135.8757,
  "largest_force_ev_per_a": 2.37,
  "homo_energy_ev": -2.7
}

Entry 4:
{
  "formula": "C3H3O4S",
  "method": "ωB97M-V with the def2-TZVPD basis set",
  "elements": ["C", "C", "C", "O", "O", "O", "O", "S", "H", "H", "H"],
  "coordinates": [[1.8026, -2.6160, -1.1123], [2.3991, -1.7296, 0.0616], [0.3915, 0.4922, 0.3787], [0.8451, -2.1198, -1.6752], [2.3908, -3.6644, -1.1855], [3.4803, -1.7346, 0.9144], [3.3011, -0.7880, -0.1390], [0.6260, -0.9218, 1.4730], [-0.3251, 0.2352, -0.3227], [1.1947, 0.6628, -0.3446], [0.3264, 1.4360, 0.9195]],
  "charge": -1,
  "homo_lumo_gap_ev": 8.013,
  "de_lowest_ev": 4.7712,
  "spin_multiplicity": 1,
  "total_energy_ev": -22181.3624,
  "largest_force_ev_per_a": 3.14,
  "homo_energy_ev": -4.5
}